No. 1
{"formula": "C10H13ClN4", "method": "ωB97M-V/def2-TZVPD", "elements": ["C", "C", "C", "C", "C", "C", "C", "C", "C", "C", "N", "N", "N", "N", "Cl", "H", "H", "H", "H", "H", "H", "H", "H", "H", "H", "H", "H", "H"], "coordinates": [[2.3613, 0.9575, -0.0147], [4.3705, 0.3681, 0.1892], [2.3974, -0.3872, -0.3554], [-0.9783, 1.2837, 0.5056], [-3.4174, 0.0260, 0.4368], [-1.8792, 1.6889, -0.6769], [-3.3003, 1.2132, -0.3638], [-0.5384, -1.0990, 0.8806], [1.3712, -1.4598, -0.8409], [0.4058, -2.0003, 0.2859], [3.5815, 1.3886, 0.3091], [-0.5723, 0.1092, 0.7075], [-3.7718, 0.0532, 1.6057], [3.7212, -0.7976, -0.2169], [-3.0656, -1.5308, -0.4256], [1.5286, 1.6118, 0.0576], [5.3797, 0.3084, 0.5900], [-0.3796, 2.1520, 1.0574], [-1.8809, 2.7923, -0.8690], [-1.3667, 1.2847, -1.5157], [-3.9066, 1.1615, -1.3527], [-3.9083, 1.8280, 0.2536], [0.8575, -1.0276, -1.7536], [2.0077, -2.2498, -1.2318], [0.0420, -2.8375, -0.0820], [0.9139, -2.3900, 1.1967], [-3.8419, -0.7697, 2.1365], [3.8689, -1.6778, -0.5135]], "forces_ev_per_angstrom": [[-1.0, -1.8, -0.7], [1.6, -1.7, 0.4], [-1.0, -0.5, -0.3], [2.0, 3.9, 0.6], [0.2, -2.6, -0.8], [0.2, 0.7, 1.9], [-1.2, 0.9, -3.7], [-0.9, 0.5, 0.6], [0.7, 2.0, 0.4], [3.8, 2.9, 0.7], [1.3, 0.1, 0.5], [-0.5, -0.3, 0.0], [-0.4, 1.5, 1.1], [-2.9, 5.6, 1.3], [-0.4, 0.1, -0.2], [-0.5, 0.2, -0.2], [-0.1, 0.2, -0.5], [-1.5, -2.0, -1.0], [0.1, -0.9, 0.6], [-0.4, -0.8, -1.2], [0.9, -0.4, 1.5], [0.1, 1.7, 0.4], [0.0, -0.6, 1.2], [-0.2, -0.5, 0.0], [-2.6, -3.9, -1.6], [0.5, 0.3, -0.6], [0.0, -1.5, 0.4], [2.0, -3.3, -0.8]], "nbo_charge": [-0.116, 0.158, 0.107, -0.035, 0.352, -0.434, -0.501, 0.205, -0.435, -0.497, -0.441, -0.331, -0.611, -0.538, -0.115, 0.205, 0.192, 0.196, 0.233, 0.225, 0.233, 0.253, 0.228, 0.201, 0.233, 0.250, 0.373, 0.409], "multiplicity": 1, "orbital_gap_ev": 8.22, "molar_mass_g_mol": 224.7}

---

No. 2
{"formula": "C54H45GeIN6O2W", "method": "ωB97M-V/def2-TZVPD", "elements": ["W", "C", "C", "C", "C", "C", "C", "C", "C", "C", "C", "C", "N", "C", "C", "C", "C", "C", "C", "C", "C", "C", "C", "C", "C", "C", "N", "C", "C", "C", "C", "C", "C", "C", "C", "C", "C", "C", "C", "N", "C", "C", "N", "C", "C", "C", "C", "C", "C", "H", "H", "H", "H", "H", "H", "H", "H", "H", "H", "H", "H", "H", "H", "H", "H", "H", "H", "H", "H", "H", "H", "H", "H", "H", "H", "H", "H", "C", "Ge", "C", "C", "C", "H", "H", "H", "H", "H", "H", "H", "H", "H", "H", "I", "C", "H", "H", "C", "N", "C", "C", "C", "O", "N", "C", "O", "H", "H", "H", "H", "H"], "coordinates": [[-0.1770, -0.2344, 0.3193], [-4.8826, 5.2981, 3.1364], [-3.5376, 5.5879, 3.2959], [-2.5771, 4.7222, 2.8049], [-2.9542, 3.5591, 2.1391], [-4.3051, 3.2804, 1.9717], [-5.2619, 4.1408, 2.4782], [-1.9398, 2.6258, 1.6019], [-1.0943, 1.9546, 2.4890], [-1.0775, 2.1576, 3.8971], [0.0409, 1.5489, 4.3729], [0.6736, 0.9090, 3.2677], [-0.0420, 1.1385, 2.1094], [1.8294, 0.1366, 3.4091], [2.2464, -0.8288, 2.4880], [3.3617, -1.7197, 2.6643], [3.5247, -2.3870, 1.4951], [2.5492, -1.8689, 0.5877], [2.6438, -2.0376, -0.7942], [3.5669, -3.0882, -1.2944], [4.9170, -2.8070, -1.4797], [5.7895, -3.8015, -1.8814], [5.3188, -5.0813, -2.1230], [3.9749, -5.3643, -1.9527], [3.1026, -4.3762, -1.5315], [2.1122, -1.1025, -1.6870], [1.2593, -0.0771, -1.3228], [1.1379, 0.7120, -2.4488], [0.3198, 1.8374, -2.5787], [0.4841, 2.6373, -3.8116], [1.6654, 3.3438, -4.0132], [1.8248, 4.1275, -5.1411], [0.8137, 4.1985, -6.0853], [-0.3578, 3.4830, -5.8960], [-0.5272, 2.7093, -4.7621], [-0.6118, 2.2803, -1.6445], [-1.4689, 3.4076, -1.8395], [-2.1747, 3.5791, -0.6937], [-1.7110, 2.5933, 0.2254], [-0.7955, 1.7597, -0.3782], [1.9159, 0.1744, -3.5123], [2.5003, -0.9660, -3.0481], [1.7323, -0.9513, 1.2193], [2.6998, 0.4951, 4.5440], [3.1209, -0.3764, 5.5394], [3.9846, 0.0712, 6.5245], [4.4470, 1.3766, 6.5190], [4.0341, 2.2492, 5.5249], [3.1552, 1.8141, 4.5548], [-5.6332, 5.9707, 3.5245], [-3.2366, 6.4942, 3.8003], [-1.5278, 4.9502, 2.9259], [-4.5942, 2.3793, 1.4516], [-6.3076, 3.9064, 2.3527], [-1.8223, 2.7067, 4.4361], [0.3697, 1.4811, 5.3895], [3.9429, -1.8026, 3.5626], [4.2472, -3.1400, 1.2573], [5.2835, -1.8088, -1.2865], [6.8416, -3.5832, -1.9947], [5.9993, -5.8605, -2.4313], [3.6114, -6.3643, -2.1357], [2.0600, -4.6019, -1.3667], [2.4506, 3.2838, -3.2729], [2.7416, 4.6813, -5.2832], [0.9385, 4.8124, -6.9654], [-1.1423, 3.5289, -6.6371], [-1.4400, 2.1570, -4.5976], [-1.5310, 3.9838, -2.7398], [-2.9131, 4.3237, -0.4717], [1.9881, 0.5969, -4.4934], [3.1602, -1.6332, -3.5658], [2.7493, -1.3881, 5.5513], [4.2970, -0.6063, 7.3048], [5.1293, 1.7169, 7.2839], [4.3989, 3.2658, 5.5041], [2.8234, 2.4867, 3.7763], [-2.7259, -3.9697, 0.3523], [-3.4705, -2.1216, 0.2825], [-4.9486, -2.1166, 1.6342], [-4.3857, -1.9149, -1.4907], [-2.1578, -0.7792, 0.9360], [-3.4043, -4.6464, -0.1606], [-2.6388, -4.3064, 1.3811], [-1.7471, -4.0331, -0.1113], [-5.6224, -2.9544, 1.4885], [-5.5366, -1.2062, 1.5841], [-4.5353, -2.1989, 2.6340], [-5.3733, -2.3631, -1.4259], [-3.8445, -2.4232, -2.2828], [-4.5032, -0.8725, -1.7645], [-2.7242, 0.0123, 1.4558], [0.8915, -3.1999, 3.9576], [-1.1465, -1.4377, 1.8026], [-1.1913, -1.1620, 2.8614], [-1.0964, -2.5295, 1.7085], [-0.4349, -4.0244, -3.2165], [-1.0213, -2.7081, -3.1242], [-1.6724, -2.1638, -4.1975], [-2.2156, -0.9400, -4.1403], [-2.1202, -0.1556, -2.9118], [-2.6436, 0.9349, -2.7735], [-1.3849, -0.7355, -1.8928], [-0.8830, -1.9587, -1.9888], [-0.2647, -2.4214, -0.9809], [-1.0740, -4.6634, -3.8249], [-0.3400, -4.4394, -2.2155], [0.5574, -3.9688, -3.6698], [-1.7260, -2.7974, -5.0724], [-2.7506, -0.5129, -4.9723]], "forces_ev_per_angstrom": [[0.8, 1.2, -2.3], [0.0, 0.0, 0.0], [0.0, 0.1, 0.0], [0.0, -0.1, -0.1], [-0.1, 0.0, 0.1], [0.1, 0.0, 0.0], [-0.1, 0.0, 0.0], [0.5, -0.4, -0.1], [-0.3, 0.3, -0.7], [0.4, -0.2, 0.1], [-0.4, 0.2, -0.2], [0.3, -0.5, -0.3], [-0.3, -1.4, -1.0], [-0.3, -0.1, -0.5], [-0.3, 0.4, 0.0], [0.1, 0.0, -0.6], [-0.2, 0.4, 0.6], [-0.1, 0.1, -0.8], [-0.1, 0.4, 0.5], [0.1, -0.1, -0.1], [-0.1, 0.1, 0.0], [0.1, 0.0, 0.0], [0.0, -0.1, 0.0], [0.0, -0.1, 0.0], [-0.1, 0.1, 0.0], [0.1, 0.0, 0.5], [-0.3, -0.4, 0.4], [-0.5, 0.4, 0.1], [0.1, -0.3, 0.3], [0.0, 0.1, -0.2], [-0.1, 0.0, 0.1], [0.1, 0.0, -0.1], [0.0, 0.0, 0.0], [0.0, 0.1, -0.1], [0.0, -0.1, 0.0], [0.4, -0.2, -0.1], [0.0, -0.1, 0.5], [0.2, -0.2, -0.2], [0.0, -0.2, 0.5], [0.0, -0.9, 0.5], [0.1, -0.3, 0.2], [-0.3, 0.2, 0.1], [-0.8, 0.4, 0.0], [0.2, 0.1, 0.2], [-0.1, 0.0, 0.0], [0.0, 0.0, 0.1], [0.1, 0.0, 0.0], [0.1, 0.1, 0.1], [0.0, 0.0, -0.1], [0.0, 0.1, 0.0], [0.0, 0.1, 0.0], [0.1, 0.0, 0.0], [-0.1, -0.1, -0.1], [-0.1, 0.0, 0.0], [-0.1, 0.1, 0.2], [0.2, 0.0, 0.2], [0.0, 0.0, 0.0], [0.1, -0.1, 0.0], [0.0, 0.1, 0.0], [0.1, 0.0, 0.0], [0.1, -0.1, 0.0], [-0.1, -0.1, 0.0], [-0.1, 0.0, 0.0], [0.1, 0.0, 0.1], [0.1, 0.0, 0.0], [0.0, 0.0, -0.1], [-0.1, 0.0, 0.0], [-0.2, -0.1, 0.0], [0.0, 0.1, -0.1], [-0.1, 0.2, 0.1], [0.0, 0.1, -0.2], [0.1, -0.1, -0.1], [-0.1, -0.2, 0.0], [0.0, -0.1, 0.1], [0.1, 0.0, 0.1], [0.0, 0.1, 0.0], [0.0, 0.1, -0.1], [-0.1, 0.6, 0.0], [-0.8, -0.7, -0.2], [0.6, 0.2, -0.3], [0.4, 0.1, 0.6], [0.3, -0.5, 1.1], [-0.2, 0.0, -0.1], [0.0, 0.0, 0.2], [0.1, 0.0, 0.0], [0.0, -0.2, -0.2], [-0.1, 0.2, 0.0], [0.1, 0.0, 0.2], [-0.1, -0.1, 0.1], [0.1, -0.1, -0.1], [0.0, 0.2, -0.1], [0.3, 0.1, -0.5], [-0.3, -0.5, 0.5], [-2.0, -0.1, 0.1], [0.8, 0.1, -0.4], [0.7, 0.4, -0.2], [0.3, -0.3, 0.1], [-0.1, 0.1, 0.2], [-0.2, 0.3, -0.1], [0.1, -0.1, 0.0], [0.1, -0.1, 0.3], [-0.3, 0.1, -0.2], [0.6, 0.1, 0.8], [0.1, 0.1, 0.4], [0.1, 1.1, 0.8], [0.0, 0.0, 0.1], [0.0, 0.0, -0.1], [0.0, 0.0, 0.0], [0.0, 0.0, 0.0], [0.0, 0.0, -0.1]], "lowdin_charge": [1.874, -0.083, -0.073, -0.035, -0.211, -0.020, -0.072, -0.075, -0.230, 0.028, 0.031, -0.232, 0.020, -0.096, -0.337, -0.095, -0.002, -0.210, -0.068, -0.212, -0.037, -0.074, -0.085, -0.071, -0.014, -0.240, -0.001, -0.228, -0.066, -0.210, -0.027, -0.075, -0.085, -0.069, -0.028, -0.230, 0.020, 0.035, -0.216, 0.021, 0.020, 0.024, 0.021, -0.198, -0.039, -0.066, -0.085, -0.077, -0.031, 0.103, 0.105, 0.124, 0.120, 0.105, 0.118, 0.128, 0.105, 0.123, 0.127, 0.104, 0.102, 0.105, 0.113, 0.124, 0.104, 0.102, 0.105, 0.109, 0.118, 0.121, 0.117, 0.117, 0.049, 0.106, 0.101, 0.102, 0.123, -0.196, 0.865, -0.209, -0.195, -0.455, 0.020, 0.026, -0.007, 0.015, 0.007, 0.016, 0.017, 0.000, 0.011, 0.048, -0.021, -0.367, 0.037, -0.003, -0.005, -0.037, -0.049, 0.024, -0.508, 0.044, 0.126, -0.535, -0.068, 0.097, 0.086, 0.097, 0.133, 0.116], "multiplicity": 1, "orbital_gap_ev": [4.48, 4.48], "molar_mass_g_mol": 1193.3}

---

No. 3
{"formula": "C5H9NO", "method": "ωB97M-V/def2-TZVPD", "elements": ["C", "C", "C", "C", "C", "H", "H", "H", "H", "H", "H", "H", "H", "H", "N", "O"], "coordinates": [[-0.6811, -0.4322, -0.0729], [-0.6436, 0.5476, 1.2574], [0.8840, 0.2389, 1.2876], [0.1566, 0.6352, -0.7333], [-0.6758, -0.0645, -1.7671], [-0.8237, -2.3140, -0.8405], [-0.8353, 1.6551, 1.1461], [-1.2536, 0.0952, 2.0884], [1.0186, -0.6353, 1.8507], [1.7676, 0.9798, 1.8973], [1.9878, -0.5396, -0.4244], [-0.1322, 1.6403, -0.6940], [-0.6535, -1.0962, -2.3572], [-1.4731, 0.4628, -2.3886], [1.5635, 0.4684, -0.2568], [-0.2061, -1.6416, 0.0072]], "forces_ev_per_angstrom": [[-3.7, 7.4, -2.5], [-0.2, -1.9, 0.3], [4.8, 5.1, 2.0], [3.3, -4.1, -4.0], [-2.6, -1.4, -0.7], [2.9, 3.0, 4.4], [-0.3, -1.7, -0.2], [1.0, 0.6, -0.4], [0.5, -1.9, -0.3], [-3.3, -1.5, -1.2], [-1.6, 2.5, -0.1], [-0.4, 1.1, 0.4], [1.0, 2.1, 1.6], [1.1, 0.1, 1.4], [-1.4, -2.9, 2.4], [-1.1, -6.5, -3.0]], "nbo_charge": [0.214, -0.446, -0.275, -0.128, -0.412, 0.492, 0.231, 0.224, 0.208, 0.198, 0.368, 0.214, 0.209, 0.221, -0.610, -0.708], "multiplicity": 1, "orbital_gap_ev": 7.98, "molar_mass_g_mol": 99.1}

---

No. 4
{"formula": "C4H12N2O2P", "method": "ωB97M-V/def2-TZVPD", "elements": ["C", "C", "C", "C", "N", "N", "O", "O", "P", "H", "H", "H", "H", "H", "H", "H", "H", "H", "H", "H", "H"], "coordinates": [[2.5518, 0.8261, -0.2772], [1.4705, -1.4229, -0.3063], [-1.2600, 1.3423, 0.7249], [-2.1376, -0.6588, -0.3897], [1.6112, -0.1750, -0.8723], [-1.2690, 0.3945, -0.3654], [-3.5481, -0.2784, -0.5828], [0.3635, 1.9196, -1.7782], [0.0991, 0.4602, -1.5850], [2.3802, 1.7469, -0.9101], [2.1888, 1.0537, 0.6602], [3.6882, 0.5010, -0.4467], [1.3536, -1.2604, 0.7323], [0.4932, -1.8570, -0.6553], [2.2911, -2.0602, -0.5676], [-0.3459, 1.9799, 0.5367], [-2.2714, 1.8658, 0.6181], [-1.1852, 1.1871, 1.8570], [-1.9090, -1.4624, -1.2061], [-2.1428, -1.2442, 0.6745], [-3.7830, -0.1141, -1.4884]], "forces_ev_per_angstrom": [[0.9, -1.2, -4.3], [-1.3, -0.8, -0.1], [-0.9, 1.9, 0.1], [-1.1, -3.0, 1.0], [0.1, 3.6, -1.5], [2.3, 0.0, 0.5], [0.0, -0.3, 1.4], [0.3, 1.1, 0.2], [-0.5, -1.6, -1.3], [0.3, -0.9, 0.7], [0.2, 0.5, 2.7], [-2.3, 0.6, 1.0], [0.1, -0.7, 1.9], [0.9, 0.0, 0.1], [0.6, -0.9, 0.2], [-1.4, 0.0, -0.1], [1.5, 0.3, 0.4], [-0.1, -1.4, -1.2], [0.1, 1.6, 1.3], [-0.3, 1.1, -2.2], [0.5, 0.1, -0.7]], "nbo_charge": [-0.441, -0.400, -0.436, 0.112, -0.781, -0.798, -0.796, -1.214, 1.380, 0.248, 0.165, 0.161, 0.150, 0.192, 0.160, 0.221, 0.180, 0.156, 0.169, 0.112, 0.460], "charge": -1, "multiplicity": 1, "orbital_gap_ev": 6.72, "molar_mass_g_mol": 151.1, "smiles": "CN(C)P([O-])N(C)CO"}

---

No. 5
{"formula": "CH10NO2", "method": "ωB97M-V/def2-TZVPD", "elements": ["C", "N", "H", "H", "H", "H", "H", "H", "H", "H", "O", "H", "H", "O"], "coordinates": [[0.3690, -0.7959, 1.5964], [0.4881, 0.3090, 0.3871], [1.0013, -1.6133, 1.4602], [0.4452, -0.2598, 2.6122], [-0.7534, -1.1124, 1.6625], [0.9166, 1.2020, 0.7169], [-0.4639, 0.4367, 0.0071], [1.1076, -0.1803, -0.3141], [-3.2299, 1.3034, 0.7435], [-2.8510, 0.3613, -0.3690], [-2.4800, 0.7158, 0.3836], [2.6978, -0.1860, -2.2784], [1.5362, -0.8993, -2.7862], [1.7254, -0.2707, -2.1014]], "forces_ev_per_angstrom": [[-4.0, 3.4, 1.3], [0.7, -2.4, 1.7], [1.2, -0.9, -0.4], [0.6, -0.7, -1.8], [2.1, 0.4, -0.7], [-0.6, -1.0, -0.4], [0.4, 0.4, 0.3], [-0.6, 1.1, 0.1], [1.9, -1.2, -0.6], [-1.4, -1.4, -2.7], [-0.4, 2.5, 3.2], [-1.0, 0.3, 0.6], [-0.8, -0.7, -0.6], [1.9, 0.3, 0.1]], "nbo_charge": [-0.421, -0.733, 0.230, 0.247, 0.253, 0.445, 0.467, 0.473, 0.509, 0.478, -0.975, 0.497, 0.494, -0.965], "charge": 1, "multiplicity": 1, "orbital_gap_ev": 12.73, "molar_mass_g_mol": 68.1}

---

No. 6
{"formula": "C3H12NS", "method": "ωB97M-V/def2-TZVPD", "elements": ["C", "N", "H", "H", "H", "H", "H", "H", "C", "S", "C", "H", "H", "H", "H", "H", "H"], "coordinates": [[-2.4570, 1.7945, 0.7360], [-1.6432, 1.4228, -0.4941], [-1.9220, 2.6102, 1.3313], [-2.3422, 0.9360, 1.3580], [-3.3692, 2.2874, 0.3048], [-1.0770, 2.2902, -0.7789], [-1.0440, 0.5582, -0.3093], [-2.2890, 1.2626, -1.3105], [2.2324, -0.5794, -0.8615], [0.4653, -0.8284, -0.3660], [1.0575, -1.3989, 1.2746], [2.2809, -0.3247, -2.0733], [2.5629, 0.3938, -0.3690], [2.8288, -1.3967, -0.3694], [1.8403, -2.0819, 0.9911], [0.0656, -1.6210, 1.8413], [1.5254, -0.5157, 1.8043]], "forces_ev_per_angstrom": [[1.2, 2.5, -0.6], [-0.2, 2.0, -1.1], [-0.5, -1.0, -1.1], [-1.5, -0.6, 0.5], [0.3, -1.3, 1.3], [-0.5, -2.0, 0.4], [0.3, 1.0, -0.5], [0.8, -0.2, 1.0], [-0.1, 2.6, -2.0], [1.7, -0.8, 0.2], [-2.4, 2.3, 1.0], [0.2, -1.4, 3.3], [-0.3, -1.3, -0.6], [-0.5, 0.6, -1.5], [-0.4, -1.0, 0.9], [2.3, -0.6, -0.7], [-0.4, -1.0, -0.6]], "nbo_charge": [-0.434, -0.733, 0.238, 0.239, 0.251, 0.444, 0.434, 0.439, -0.732, 0.130, -0.710, 0.263, 0.225, 0.240, 0.235, 0.248, 0.223], "charge": 1, "multiplicity": 1, "orbital_gap_ev": 9.27, "molar_mass_g_mol": 94.2}